No. 1
Below is a molecular structure, C4H5GaO6 in a non-equilibrium geometry, with properties calculated with ωB97M-V with the def2-TZVPD basis set.

- energy (Ha) = -2530.8705
- energy relative to the best compared isomer or geometry (same formula, charge and spin) (eV) = 0.0000
- F_max (hartree/bohr) = 0.1494
- HOMO (eV) = -17.3278
- E_LUMO (hartree) = -0.4682
- net charge = +2
- frontier orbital gap (eV) = 4.59

Geometry (Å):
H: 0.33890 0.69836 -0.65152
O: -2.04606 -0.98203 0.69079
C: -0.87156 -0.53577 0.82597
O: 0.09535 -1.17520 0.29877
O: -0.70153 0.59957 1.45093
C: 0.62337 1.10094 1.73603
O: 1.14444 1.24689 -0.66805
C: -1.20370 -2.47108 -3.31225
C: 1.26146 1.86826 0.59086
O: -1.33956 -2.50313 -2.14937
O: -1.04123 -2.54358 -4.44253
Ga: -1.17114 -2.18618 -0.39429
H: 1.26367 0.26829 2.05661
H: 0.46249 1.77494 2.58380
H: 0.84951 2.89267 0.57539
H: 2.33559 1.94704 0.80885

No. 2
Below is a single C4H4OS3 molecule in a non-equilibrium geometry, with properties calculated with ωB97M-V with the def2-TZVPD basis set.

- energy (Ha) = -1424.6027
- SMILES = OC(=S)C1=CSCS1
- energy relative to the best compared isomer or geometry (same formula, charge and spin) (eV) = 0.0382
- F_max (hartree/bohr) = 0.0243
- HOMO (eV) = -8.1468
- E_LUMO (hartree) = -0.0201
- net charge = 0
- frontier orbital gap (eV) = 7.60

Geometry (Å):
C: 1.76819 0.12379 -0.12762
C: 0.34706 -0.07142 -0.12183
C: -0.20601 -1.28964 -0.14446
C: -2.19607 0.38309 0.26419
H: 3.06468 1.46873 -0.19374
H: 0.31399 -2.24952 -0.18030
H: -2.32083 0.42723 1.35825
H: -3.10482 0.84253 -0.20215
O: 2.11587 1.42614 -0.15011
S: 2.88325 -1.07508 -0.02945
S: -1.93211 -1.33984 -0.24027
S: -0.73320 1.35398 -0.23250

No. 3
Below is 2 unconnected molecules or ions with the total composition C18H18Br2NO4S in a non-equilibrium geometry, with properties calculated with ωB97M-V with the def2-TZVPD basis set.

- energy (Ha) = -6598.0793
- F_max (hartree/bohr) = 0.1182
- HOMO (eV) = -11.3267
- E_LUMO (hartree) = -0.1978
- net charge = +1
- frontier orbital gap (eV) = 5.94

Geometry (Å):
C: 2.39881 -4.85670 1.15078
C: 1.63683 -4.07428 0.58981
C: 0.50720 -3.05070 0.34844
N: -0.80201 -3.57833 0.27105
C: -1.94451 -2.80379 0.05501
C: -1.84738 -1.29883 -0.13285
C: -3.18046 -0.54636 -0.36429
C: -3.45750 0.88558 -0.02019
C: -4.81292 1.51658 -0.27098
C: -5.96781 0.74116 -0.86441
C: -5.68459 -0.71643 -1.19479
C: -4.33412 -1.35078 -0.96641
C: -0.47196 -0.68463 -0.07562
C: -0.34042 0.87128 -0.29793
O: -0.23880 1.64008 0.63202
O: -0.38966 1.40472 -1.59274
C: 0.91080 1.36740 -2.24702
C: 0.75190 -1.56454 0.19374
S: 2.47388 -0.90055 0.33477
C: 3.46025 -1.10375 -1.20296
O: 3.21411 -1.63080 1.39644
O: 2.49378 0.52745 0.74176
H: 2.92250 -5.68265 1.71375
H: -0.90314 -4.59883 0.38992
H: -2.93646 -3.32719 0.04398
H: -2.66599 1.52853 0.45049
H: -4.99948 2.59901 -0.01187
H: -6.98509 1.20552 -1.05276
H: -6.52743 -1.34109 -1.60917
H: -4.24798 -2.44145 -1.23623
H: 1.02138 2.23017 -2.96452
H: 1.71109 1.35486 -1.44239
H: 1.01142 0.38331 -2.81861
H: 3.25083 -0.31305 -1.98999
H: 4.55181 -0.96748 -0.90511
H: 3.37140 -2.12986 -1.67232
Br: 2.74853 4.16178 4.20012
C: 2.77722 3.51113 2.36386
C: 4.09345 3.81475 1.69566
Br: 4.20958 5.68970 1.17676
H: 1.92309 3.95563 1.85568
H: 2.62722 2.43408 2.44233
H: 4.18757 3.25654 0.76345
H: 4.95529 3.60635 2.32745

No. 4
Below is a molecular structure, C24H45BrN5S5SeSi4W in a non-equilibrium geometry, with properties calculated with ωB97M-V with the def2-TZVPD basis set.

- energy (Ha) = -9406.8770
- F_max (hartree/bohr) = 0.0388
- HOMO (alpha / beta) (eV) = -4.7474 / -4.7465
- E_LUMO (alpha / beta) (hartree) = 0.0440 / 0.0440
- net charge = -1
- frontier orbital gap (alpha / beta) (eV) = 5.94 / 5.95

Geometry (Å):
W: -0.57420 -1.10040 -0.69280
S: -1.73960 -0.72800 -2.94900
C: -0.66460 0.61250 -3.11860
S: 0.51120 0.80200 -1.85690
C: -0.75430 1.47040 -4.19730
C: -1.69940 1.24060 -5.20590
N: -2.46730 1.04670 -6.04170
C: 0.05960 2.59740 -4.35390
N: 0.69940 3.53970 -4.52330
C: 3.70450 4.04670 1.01250
C: 3.92440 2.63680 0.50160
S: 2.53130 1.48360 0.72280
C: 2.23210 1.55620 2.52190
C: 1.12720 2.52880 2.94300
S: -0.01380 2.92030 1.56300
C: -0.05460 4.74110 1.54980
C: 1.27490 5.47230 1.47550
S: 2.38640 4.95700 0.11500
H: 4.62740 4.61650 0.87110
H: 3.45170 4.03950 2.07010
H: 4.80270 2.20260 0.98660
H: 4.07910 2.64820 -0.57550
H: 3.17830 1.78760 3.01260
H: 1.92650 0.54130 2.77300
H: 1.53020 3.47180 3.30450
H: 0.52380 2.06630 3.72430
H: -0.60330 5.08280 2.43200
H: -0.64730 4.95340 0.66140
H: 1.83490 5.38260 2.40520
H: 1.07310 6.53090 1.30290
Br: -0.66900 -0.59580 1.98810
C: -5.52090 -3.37870 0.51130
N: -4.11650 -3.42740 0.22620
C: -3.33360 -4.51890 -0.00310
C: -2.06970 -4.05430 -0.20660
N: -2.07030 -2.68980 -0.10690
C: -3.31710 -2.35130 0.16310
H: -6.03280 -4.19920 0.01240
H: -5.91460 -2.42430 0.16390
H: -5.69470 -3.45340 1.58690
H: -3.71850 -5.51630 -0.00410
H: -1.17000 -4.59790 -0.41890
H: -3.69110 -1.35760 0.32980
C: 1.94000 -2.67430 3.87610
Si: 1.35580 -3.54000 2.26170
C: 2.36490 -5.17140 2.08690
C: -0.42110 -4.16090 2.65830
Si: 1.48780 -2.02090 0.34490
Si: 0.16150 -2.81490 -2.45360
C: 1.28850 -4.28110 -1.85170
C: -1.18300 -3.84880 -3.40660
C: 1.32690 -2.05880 -3.80400
Si: 3.87310 -1.71070 0.07900
C: 4.85460 -1.11810 1.62390
C: 4.28370 -0.53030 -1.37590
C: 4.73430 -3.37440 -0.36090
H: 2.02620 -3.37690 4.70080
H: 1.21790 -1.91340 4.15700
H: 2.90110 -2.18740 3.75700
H: 2.05380 -5.90130 2.82830
H: 3.42780 -5.00450 2.22110
H: 2.22420 -5.62190 1.11000
H: -0.49020 -4.52150 3.68030
H: -0.73640 -4.96500 2.00210
H: -1.13500 -3.35020 2.56000
H: 0.93580 -4.75890 -0.94310
H: 2.29890 -3.94270 -1.65520
H: 1.34580 -5.04730 -2.61750
H: -1.18310 -4.88230 -3.07480
H: -0.98940 -3.85030 -4.47590
H: -2.18710 -3.45800 -3.26910
H: 2.36760 -2.25850 -3.56530
H: 1.21970 -0.98060 -3.88030
H: 1.12880 -2.46600 -4.79230
H: 4.45620 -0.19120 2.01530
H: 5.90300 -0.95030 1.38560
H: 4.82030 -1.85160 2.42260
H: 3.44080 0.11860 -1.59470
H: 4.51000 -1.08110 -2.28460
H: 5.13530 0.10860 -1.15860
H: 4.49750 -4.15260 0.35550
H: 5.81470 -3.26610 -0.37930
H: 4.43320 -3.73170 -1.34070
Se: -2.37470 1.09890 -0.36200
C: -4.06390 0.66510 -0.03270
N: -5.15320 0.32770 0.18590

No. 5
Below is 3 unconnected molecules or ions with the total composition C4H13NO2 in a non-equilibrium geometry, with properties calculated with ωB97M-V with the def2-TZVPD basis set.

- energy (Ha) = -365.3972
- SMILES = C/C=C/NC.O.O
- energy relative to the best compared isomer or geometry (same formula, charge and spin) (eV) = 1.2315
- F_max (hartree/bohr) = 0.0273
- HOMO (eV) = -7.5954
- E_LUMO (hartree) = 0.0273
- net charge = 0
- frontier orbital gap (eV) = 8.34

Geometry (Å):
C: 0.94580 2.30798 0.39058
C: 0.86550 1.04542 1.22277
C: -0.18717 0.23903 1.35540
N: -0.16690 -1.02159 1.93925
C: -0.88728 -2.13292 1.33412
H: 0.04248 2.42448 -0.21007
H: 0.96682 3.20842 1.01896
H: 1.77506 2.16887 -0.29212
H: 1.80789 0.59210 1.48175
H: -1.16539 0.51766 0.97393
H: 0.71786 -1.19559 2.39691
H: -1.39087 -2.67679 2.12877
H: -1.54729 -1.77629 0.55239
H: -0.17304 -2.80087 0.84421
H: -0.07089 -2.34702 -2.68858
H: -0.00972 -0.84773 -2.40677
O: -0.46262 -1.65945 -2.13145
H: 0.26636 1.81790 -2.69659
H: -1.01021 1.04916 -2.27376
O: -0.31639 1.08722 -2.93970

No. 6
Below is 2 unconnected molecules or ions with the total composition C5H15N3O6S in a non-equilibrium geometry, with properties calculated with ωB97M-V with the def2-TZVPD basis set.

- energy (Ha) = -1213.3020
- SMILES = O=S(=O)(O)[C@]1(NCO)CNCO1.NCO
- energy relative to the best compared isomer or geometry (same formula, charge and spin) (eV) = 0.2039
- F_max (hartree/bohr) = 0.0668
- HOMO (eV) = -9.2327
- E_LUMO (hartree) = 0.0082
- net charge = 0
- frontier orbital gap (eV) = 9.46

Geometry (Å):
C: -1.97179 1.07357 0.53403
C: -2.11262 0.62894 -1.72794
C: 0.63564 1.44069 1.77486
C: 3.21089 -1.07581 -0.59019
C: -0.60954 0.51045 -0.02096
N: -2.91691 0.67882 -0.45850
N: 0.60135 1.09019 0.36025
N: 2.07519 -0.43822 -1.18010
O: -1.56258 -1.38411 1.82660
O: -1.95378 -1.89292 -0.53903
O: 0.25702 -2.26522 0.42815
O: -0.74181 0.33445 -1.37256
O: 0.03438 2.65374 2.05938
O: 2.75341 -1.52677 0.64520
S: -0.90434 -1.37018 0.52760
H: -1.79750 2.13943 0.43780
H: -1.95260 0.54232 1.48030
H: -2.54391 -0.21657 -2.36314
H: -2.17602 1.58508 -2.16521
H: 0.08400 0.62977 2.34109
H: 1.78831 1.36154 2.04967
H: 3.63035 -1.90514 -1.23771
H: 3.99397 -0.33429 -0.50761
H: 1.47099 -1.25601 -1.38923
H: 1.45152 0.58739 -0.08057
H: 2.43969 0.16861 -1.96951
H: -3.38158 -0.14324 -0.28541
H: -1.95133 -2.92630 -0.45161
H: 0.35004 3.27526 1.46831
H: 1.79955 -1.96547 0.40608